# 1
{
  "formula": "C7H6O3",
  "method": "wB97M-V/def2-TZVPD",
  "homo_lumo_gap_ev": 8.65,
  "lumo_ev": 0.07,
  "mol_weight_g_mol": 138.1,
  "charge": 0,
  "homo_energy_ev": -8.579,
  "de_lowest_kj_mol": 457.5,
  "species": ["H", "H", "H", "H", "C", "H", "C", "C", "H", "C", "C", "C", "O", "C", "O", "O"],
  "coordinates": [[-1.21, 2.58, 0.02], [-0.69, -2.19, -0.18], [2.17, 1.75, 0.62], [3.03, -0.70, 0.78], [-0.05, -1.37, -0.24], [1.54, -2.57, 0.12], [-0.59, 0.01, -0.37], [2.06, -0.41, 0.43], [-3.07, 0.06, -1.30], [0.19, 1.26, 0.02], [1.26, -1.56, 0.14], [-2.61, -0.21, -0.31], [-0.36, 2.35, 0.62], [1.59, 0.90, 0.42], [-3.01, -0.85, 0.59], [-0.25, 0.94, -1.34]]
}

***

# 2
{
  "formula": "C7H6O6SSm",
  "method": "wB97M-V/def2-TZVPD",
  "homo_lumo_gap_ev": [6.99, 7.89],
  "lumo_ev": [-14.61, -13.74],
  "spin_multiplicity": 6,
  "mol_weight_g_mol": 368.5,
  "charge": 3,
  "homo_energy_ev": [-21.597, -21.627],
  "de_lowest_kj_mol": 103.7,
  "species": ["O", "C", "C", "C", "C", "H", "O", "O", "O", "H", "C", "C", "H", "S", "H", "O", "H", "Sm", "H", "O", "C"],
  "coordinates": [[-0.27, -0.10, 1.00], [-0.90, 1.23, 3.10], [-1.11, 1.94, -1.85], [0.26, 0.08, -5.56], [2.40, 1.75, -1.80], [0.21, -2.36, 2.40], [0.13, 0.04, -6.69], [-2.35, -1.90, -2.00], [3.26, 2.48, -2.16], [0.20, 1.29, 3.28], [0.06, -1.52, 3.11], [1.83, -1.84, -1.80], [-0.35, -1.90, 4.06], [-1.14, -0.40, 2.27], [0.95, -0.89, 3.31], [-1.93, 2.73, -2.16], [-1.30, 1.97, 2.38], [0.50, 0.18, -1.01], [-1.45, 1.28, 4.05], [2.42, -2.82, -2.14], [-1.42, -1.24, -1.79]]
}

***

# 3
{
  "formula": "C7H6S",
  "method": "wB97M-V/def2-TZVPD",
  "homo_lumo_gap_ev": 9.55,
  "lumo_ev": 0.66,
  "mol_weight_g_mol": 122.2,
  "charge": 0,
  "homo_energy_ev": -8.890,
  "de_lowest_kj_mol": 545.8,
  "species": ["H", "H", "S", "H", "H", "H", "C", "C", "C", "C", "C", "C", "H", "C"],
  "coordinates": [[-3.61, -1.03, -1.12], [0.65, -0.84, -2.04], [1.99, 0.86, -1.22], [0.02, 2.36, -0.44], [0.99, 1.74, 1.12], [0.61, -0.91, 3.40], [0.15, -0.39, 1.30], [0.65, 1.51, -0.03], [-0.06, 0.13, -0.05], [0.34, -0.62, 2.44], [-1.55, -0.07, -0.48], [-2.63, -0.47, -1.09], [1.41, -1.64, -0.75], [1.04, -0.63, -1.06]]
}

***

# 4
{
  "formula": "C7H7AgBrN",
  "method": "wB97M-V/def2-TZVPD",
  "homo_lumo_gap_ev": [7.91, 7.74],
  "lumo_ev": [-5.02, -5.16],
  "spin_multiplicity": 2,
  "mol_weight_g_mol": 292.9,
  "charge": 1,
  "homo_energy_ev": [-12.937, -12.908],
  "species": ["C", "H", "H", "C", "H", "H", "H", "H", "Br", "C", "Ag", "C", "C", "C", "C", "H", "N"],
  "coordinates": [[-0.21, -1.25, -0.40], [-3.62, 0.58, -0.07], [-2.56, -2.06, -0.40], [0.72, 0.10, -0.30], [0.89, 2.57, 0.03], [3.00, 0.76, -0.05], [0.30, -2.31, -0.55], [2.55, -0.20, -1.63], [2.55, -1.33, 1.97], [0.16, 1.64, -0.06], [-1.12, -0.84, 1.99], [-2.45, 0.44, -0.11], [-1.86, -1.11, -0.31], [2.37, -0.14, -0.45], [-1.51, 1.78, 0.03], [-1.99, 2.84, 0.20], [2.79, -1.49, 0.10]]
}

***

# 5
{
  "formula": "C7H7As2F24NO11S4Zr",
  "method": "wB97M-V/def2-TZVPD",
  "homo_lumo_gap_ev": [9.16, 5.52],
  "lumo_ev": [0.56, -3.08],
  "spin_multiplicity": 2,
  "mol_weight_g_mol": 1106.4,
  "charge": -1,
  "homo_energy_ev": [-8.599, -8.599],
  "species": ["F", "C", "C", "F", "C", "C", "F", "F", "Zr", "S", "O", "O", "F", "O", "O", "C", "F", "H", "F", "F", "H", "F", "F", "S", "H", "F", "F", "O", "As", "O", "H", "C", "F", "C", "H", "O", "S", "As", "H", "F", "O", "O", "F", "F", "F", "H", "F", "F", "N", "O", "S", "F", "F", "O", "F", "F", "F"],
  "coordinates": [[-2.13, 0.47, 3.62], [2.43, -0.04, 2.24], [2.04, 3.25, -2.14], [0.46, -3.11, 2.57], [-3.65, -0.17, -2.61], [-2.51, 3.86, -0.51], [-2.39, 5.10, -1.01], [2.26, 4.37, -1.37], [-0.24, -0.02, 0.02], [0.21, 2.62, -2.36], [2.90, -2.28, -1.93], [0.32, 1.62, -3.42], [-3.33, 4.12, 0.57], [-1.06, 2.39, 1.31], [2.58, -0.34, -3.42], [3.89, 0.47, 1.99], [-4.81, 0.45, -2.36], [2.41, 1.15, 4.13], [-3.89, -0.59, 2.07], [-3.65, -1.25, 4.49], [4.78, 0.17, 2.56], [-2.89, -2.89, 2.51], [-0.98, -4.00, 0.71], [1.98, -1.28, -2.52], [4.17, 0.49, 0.94], [-1.30, -0.77, 1.76], [1.05, -4.35, -0.74], [1.04, -0.60, -1.55], [0.78, -3.80, 0.93], [-2.43, 0.37, -0.17], [2.64, -0.55, 4.32], [0.82, -2.25, -3.82], [2.81, 2.18, -1.80], [2.05, 0.18, 3.78], [3.84, 1.46, 2.45], [0.14, 4.24, 0.23], [-0.80, 3.19, 0.13], [-2.51, -1.17, 3.09], [2.58, -1.10, 2.07], [-1.15, -1.80, 4.05], [-1.55, -1.38, -1.03], [-0.56, 3.82, -2.60], [0.44, -2.09, 0.27], [-3.01, 2.99, -1.44], [0.25, -1.25, -4.60], [1.03, 0.01, 4.10], [1.55, -3.11, -4.63], [-4.02, -1.18, -3.25], [-0.22, 1.84, -0.94], [1.43, 0.41, 1.38], [-2.91, -0.82, -0.89], [2.37, 3.65, -3.39], [0.98, -5.46, 1.61], [-3.83, -1.70, -0.18], [2.61, -3.46, 1.14], [-2.78, 0.70, -3.19], [-0.19, -2.80, -3.19]]
}

***

# 6
{
  "formula": "C7H7ClN2O",
  "method": "wB97M-V/def2-TZVPD",
  "homo_lumo_gap_ev": [8.35, 8.35],
  "lumo_ev": [-0.38, -0.37],
  "mol_weight_g_mol": 170.6,
  "charge": 0,
  "homo_energy_ev": [-8.720, -8.721],
  "de_lowest_kj_mol": 333.1,
  "species": ["C", "C", "C", "H", "C", "H", "H", "H", "H", "C", "N", "N", "C", "O", "H", "Cl", "C", "H"],
  "coordinates": [[1.42, 1.02, 0.21], [-2.82, 0.63, 0.74], [0.83, -1.38, -1.66], [-3.15, -0.41, 0.90], [2.09, -0.18, 0.08], [2.83, -1.75, -1.10], [-3.55, 1.30, 0.42], [0.71, -2.11, -2.37], [-2.26, 1.19, 1.37], [1.93, -1.18, -0.97], [-0.38, -0.74, -1.54], [1.12, 2.23, 2.37], [-0.99, -0.50, -0.52], [-2.07, 0.28, -0.55], [0.90, 1.47, -0.65], [-0.78, -1.23, 1.16], [1.33, 1.75, 1.36], [2.83, -0.39, 0.76]]
}